<w>
C7H7NO as an isolated structure, computed with ωB97M-V with the def2-TZVPD basis set.

Structure (ORCA input):
```
! wB97M-V def2-TZVPD RIJCOSX def2/J DEFGRID3
* xyz 0 1
C -2.3331 -0.3895 0.3999
C -1.8023 -0.8494 -0.7324
C -0.7805 1.4987 0.4080
C -0.1983 1.1209 -0.7297
C -1.1966 0.2504 1.0651
C -0.3950 -0.3558 -0.5876
C 1.6473 -0.7311 0.6129
N 0.3299 -1.0792 0.1924
O 2.3226 0.2659 -0.1009
H -3.3108 -0.5050 0.8252
H -2.1555 -1.5126 -1.4952
H -0.8935 2.4691 0.8524
H 0.3435 1.6477 -1.4884
H 1.5716 -0.3733 1.6460
H 2.2172 -1.6733 0.6186
H 2.4820 -0.0372 -1.0027
*
```

The value obtained for the highest occupied orbital energy is -8.081 eV. The HOMO-LUMO gap is 8.08 eV.

***

<x>
One molecule with the formula C7H7NO, computed with ωB97M-V with the def2-TZVPD basis set.

Structure (ORCA input):
```
! wB97M-V def2-TZVPD RIJCOSX def2/J DEFGRID3
* xyz 0 1
C -2.4620 1.0841 0.5962
C -1.3150 0.1018 0.4347
O -0.8062 -0.4981 1.3598
C -0.7225 0.1376 -0.8870
C 0.4656 -0.4364 -1.1108
C 1.3041 -1.2615 -0.2027
C 2.3697 -0.9175 0.5190
C 2.8205 0.4104 0.3053
N 3.2485 1.4243 -0.0120
H -2.3034 2.0671 0.0787
H -2.7163 1.2716 1.6252
H -3.4887 0.5830 0.2519
H -1.2129 0.5286 -1.6543
H 0.9434 -0.4403 -2.0709
H 1.0069 -2.2873 -0.2984
H 2.8684 -1.7674 1.0652
*
```

The SMILES is CC(=O)/C=C\C=C/C#N. The value obtained for the highest occupied orbital energy is -9.624 eV. The HOMO-LUMO gap is 9.58 eV.

***

<x> comes first in stability; the runner-up is 4.506 eV higher.

***

<w>
A 3-piece molecular cluster, C3H9NO4 overall, computed with ωB97M-V with the def2-TZVPD basis set.

Structure (ORCA input):
```
! wB97M-V def2-TZVPD RIJCOSX def2/J DEFGRID3
* xyz 0 1
O -1.9382 1.8257 -1.2536
C -1.1626 1.9079 -0.3040
C 0.2812 1.5151 -0.4860
N 0.8421 1.4525 0.9118
C 0.3265 0.4382 1.7632
O -0.5391 -0.3597 1.5574
H -1.4324 2.4037 0.5512
H 0.4026 0.4909 -1.1012
H 0.8251 2.2574 -1.1716
H 1.7810 1.6977 0.8733
H 0.8782 0.5912 2.6704
O 0.8801 -1.7946 -1.7177
H 1.3442 -2.5045 -1.3428
H -0.0328 -1.9712 -1.4528
O -0.5742 -2.8630 0.1728
H -1.2976 -2.9581 -0.4251
H -0.5841 -2.1293 0.7547
*
```

The SMILES is O=CCNC=O.O.O. The value obtained for the highest occupied orbital energy is -10.094 eV. The HOMO-LUMO gap is 10.69 eV.

***

<x>
A 2-piece molecular cluster, C3H9NO4 overall, computed with ωB97M-V with the def2-TZVPD basis set.

Structure (ORCA input):
```
! wB97M-V def2-TZVPD RIJCOSX def2/J DEFGRID3
* xyz 0 1
C -0.4730 1.0168 1.4074
C -0.3833 -0.5268 0.8989
C 1.6070 -0.1758 -1.6219
N -1.0131 -0.5633 -0.3811
O 0.3126 0.3636 -1.4666
O -1.3941 -1.7774 -0.7541
O 0.1267 1.8084 0.5233
O -1.8285 1.3247 1.6671
H -0.8715 -2.4721 -0.2971
H -2.1809 1.6872 0.8428
H 0.3272 1.2034 -0.6320
H 0.0225 0.9934 2.3935
H 0.6954 -0.6982 0.8289
H -0.8522 -1.2615 1.5646
H 2.3068 0.6367 -1.8355
H 1.9753 -0.6584 -0.7008
H 1.6231 -0.9005 -2.4373
*
```

The value obtained for the highest occupied orbital energy (spin up / spin down) is -9.019 / -9.020 eV. The HOMO-LUMO gap (spin up / spin down) is 7.68 / 7.68 eV.

***

<y>
A 2-piece molecular cluster, C3H9NO4 overall, computed with ωB97M-V with the def2-TZVPD basis set.

Structure (ORCA input):
```
! wB97M-V def2-TZVPD RIJCOSX def2/J DEFGRID3
* xyz 0 1
O -2.3041 -0.2686 1.0834
C -1.8785 0.2282 0.0394
O -2.3561 -0.3066 -1.1448
C -0.1402 -0.1101 -0.0098
C 0.4103 0.3863 1.3293
O 1.7990 0.3231 1.4552
N 0.3589 0.6468 -1.0400
H -1.8439 1.3262 0.0081
H -0.0097 -1.1854 -0.2061
H -0.0613 -0.1968 2.1225
H 0.1445 1.4441 1.3908
H 2.1632 -0.1444 0.6405
H -3.1466 -0.8092 -0.8686
H -0.0760 0.3799 -1.9251
H 1.3983 0.2605 -1.1701
H 3.2439 -1.0716 -0.9091
O 2.2981 -0.9023 -0.7957
*
```

The value obtained for the highest occupied orbital energy is -9.832 eV. The HOMO-LUMO gap is 5.92 eV.

***

<w> comes first in stability; the runner-up is 4.419 eV higher.

***

<w>
An isolated ion of composition C9H11N4 and charge +1, computed with ωB97M-V with the def2-TZVPD basis set.

Structure (ORCA input):
```
! wB97M-V def2-TZVPD RIJCOSX def2/J DEFGRID3
* xyz 1 1
C 2.2129 1.3661 -2.0215
C 3.2150 1.0521 -1.0267
C 0.9145 1.2149 -1.6770
C 2.8141 0.5999 0.2049
C 0.5979 0.9429 -0.3086
C -1.9976 1.3641 0.3255
C -2.6735 -0.6347 1.5304
C -0.6752 1.2051 0.1950
C -0.9667 -1.7906 0.2013
N 1.5401 0.6253 0.5673
N -2.8995 0.5383 0.9799
N -1.5463 -1.3366 1.2639
N 0.0669 -2.6112 0.3080
H 2.4557 1.3296 -3.0407
H 4.3044 1.0138 -1.3452
H 0.2099 1.4100 -2.4071
H 3.3638 0.2231 0.9981
H -2.4410 2.2972 0.0615
H -3.3552 -0.9517 2.3405
H -1.3057 -1.4441 -0.7296
H -3.8922 0.8886 0.9057
H -1.1833 -1.9236 2.0000
H 0.6864 -2.4167 -0.4988
H 0.5547 -2.9619 1.1732
*
```

The value obtained for the highest occupied orbital energy (spin up / spin down) is -10.927 / -10.399 eV. The HOMO-LUMO gap (spin up / spin down) is 6.80 / 6.42 eV.

***

<x>
An isolated ion of composition C9H11N4 and charge +1, computed with ωB97M-V with the def2-TZVPD basis set.

Structure (ORCA input):
```
! wB97M-V def2-TZVPD RIJCOSX def2/J DEFGRID3
* xyz 1 1
C -0.8310 -2.3957 -0.1348
C -1.5733 -1.2713 -0.0095
C -2.9900 -1.2593 -0.2573
C -3.6607 -0.0862 -0.3084
N -3.0668 1.1217 -0.1526
C -1.8003 1.2154 0.0862
N -1.2393 2.4357 0.1764
C -0.9513 0.0224 0.2923
N 0.2067 0.1649 0.8055
C 1.3379 -0.2255 1.2639
N 2.3594 -0.6572 0.5779
C 3.2859 -0.3668 -0.2137
C 3.6626 0.9813 -0.6740
H 0.2392 -2.4050 -0.0168
H -1.3020 -3.3265 -0.3975
H -3.4823 -2.2025 -0.4200
H -4.7246 -0.0379 -0.4870
H -0.2906 2.5638 0.4756
H -1.8450 3.2327 0.0749
H 1.4635 -0.2332 2.3480
H 3.8771 -1.2005 -0.5838
H 3.0456 1.7556 -0.2294
H 3.5658 1.0088 -1.7606
H 4.7136 1.1653 -0.4551
*
```

The SMILES is C=C1C=CN=C(N)C1=[N+]=C/N=C\C. The value obtained for the highest occupied orbital energy (spin up / spin down) is -11.480 / -11.483 eV. The HOMO-LUMO gap (spin up / spin down) is 6.42 / 6.42 eV.

***

<x> comes first in stability; the runner-up is 2.945 eV higher.

***

<w>
C5H12NO2S as an isolated structure, computed with ωB97M-V with the def2-TZVPD basis set.

Structure (ORCA input):
```
! wB97M-V def2-TZVPD RIJCOSX def2/J DEFGRID3
* xyz 1 1
C -0.5663 0.8921 -0.2912
C -1.7161 1.2069 0.5155
C 0.4441 -1.2428 0.7575
C 1.2568 -0.5021 -1.4841
C 0.0066 -0.5405 -0.4960
N 0.1082 1.8027 0.6794
O -2.4313 2.2537 0.3344
O -2.0526 0.3110 1.3701
S -1.3238 -1.6588 -1.2617
H -0.5057 1.3302 -1.3631
H 0.9169 -2.2292 0.4809
H -0.5115 -1.3347 1.3477
H 1.1965 -0.7020 1.2775
H 1.4704 -1.5727 -1.9303
H 0.9453 0.1323 -2.3219
H 2.1720 -0.0690 -0.9030
H 1.0920 1.5008 0.7065
H 0.1307 2.7825 0.4524
H -2.9861 2.4003 1.0565
H -2.9189 0.3272 1.8666
H -1.5996 -2.2762 -0.0255
*
```

The value obtained for the highest occupied orbital energy is -12.922 eV. The HOMO-LUMO gap is 9.20 eV.

***

<x>
An isolated ion of composition C5H12NO2S and charge +1, computed with ωB97M-V with the def2-TZVPD basis set.

Structure (ORCA input):
```
! wB97M-V def2-TZVPD RIJCOSX def2/J DEFGRID3
* xyz 1 1
C 0.3476 -0.4672 0.6290
C 1.0322 -1.4457 -0.3590
C -0.3513 2.3204 -2.1402
C -0.3273 -1.4000 1.8113
C -0.5022 0.4755 -0.4264
N 0.1021 1.4206 -1.0700
O 1.2854 0.3491 1.1702
O -0.0244 -0.8634 3.0269
S -2.1351 -0.0870 -0.5483
H 2.0473 -1.1874 -0.5797
H 0.5457 -1.6619 -1.2142
H 1.0709 -2.2906 0.2061
H -0.2715 3.2886 -1.8601
H 0.1034 2.1569 -3.0863
H -1.4252 2.2657 -2.4347
H 0.1058 -2.3420 1.6454
H -1.3760 -1.5480 1.6419
H 1.1661 0.4665 2.2256
H 1.0917 1.4348 -0.8542
H 0.1458 -1.5776 3.6477
H -2.6309 0.6928 -1.4309
*
```

The value obtained for the highest occupied orbital energy is -14.358 eV. The HOMO-LUMO gap is 10.56 eV.

***

<y>
An isolated ion of composition C5H12NO2S and charge +1, computed with ωB97M-V with the def2-TZVPD basis set.

Structure (ORCA input):
```
! wB97M-V def2-TZVPD RIJCOSX def2/J DEFGRID3
* xyz 1 1
C 2.3043 -0.2891 -1.4094
S 1.3615 0.5256 -0.1067
O 2.1393 1.5247 0.5069
N -0.0834 0.9389 -0.8174
C -1.1415 0.1702 -0.2840
C -1.8946 1.0065 0.7765
O -0.9883 1.0817 1.8805
C -0.5698 -1.1688 0.2125
C 0.7414 -0.8037 0.8902
H 2.5691 -1.3383 -1.2208
H 3.2433 0.2161 -1.6691
H 1.6394 -0.2540 -2.1320
H -0.0972 1.9769 -1.1096
H -1.8833 -0.0154 -1.1117
H -2.7830 0.4064 1.1010
H -2.2708 1.9379 0.3261
H -1.4123 1.2504 2.6584
H -0.2126 -1.5977 -0.7238
H -1.3142 -1.7241 0.8397
H 0.4986 -0.2376 1.8309
H 1.4638 -1.7217 0.8596
*
```

The SMILES is C[S@@]1(=O)=[NH+][C@H](CO)CC1. The value obtained for the highest occupied orbital energy is -14.562 eV. The HOMO-LUMO gap is 11.75 eV.

***

<x> comes first in stability; the runner-up is 0.162 eV higher.

***

<w>
One molecule with the formula C2H3N3S, computed with ωB97M-V with the def2-TZVPD basis set.

Structure (ORCA input):
```
! wB97M-V def2-TZVPD RIJCOSX def2/J DEFGRID3
* xyz 0 1
C -0.5355 1.1964 0.4086
N 0.6166 1.5187 0.0922
N 1.2709 0.3045 -0.3954
C 1.1629 -0.9852 0.1061
N 0.0448 -1.4767 0.4839
S -1.2832 -0.3042 -0.2780
H -1.1269 2.1157 0.7079
H 2.2387 0.5348 -0.5946
H 2.1301 -1.4750 -0.0179
*
```

The SMILES is C1=NNC=NS1. The value obtained for the highest occupied orbital energy is -9.106 eV. The HOMO-LUMO gap is 9.06 eV.

***

<x>
One molecule with the formula C2H3N3S, computed with ωB97M-V with the def2-TZVPD basis set.

Structure (ORCA input):
```
! wB97M-V def2-TZVPD RIJCOSX def2/J DEFGRID3
* xyz 0 1
H -2.6255 -1.5529 -0.2486
N -1.8828 -0.8399 -0.1745
N -0.8950 -1.1603 0.4836
N 0.0252 -0.0350 0.3964
C 1.3863 0.1147 0.4223
C 2.3796 0.9643 0.1431
S 2.9508 -0.8123 -0.0236
H -0.4965 0.6364 -0.0914
H 2.6703 1.9669 -0.2962
*
```

The SMILES is [H]/N=N/NC1=CS1. The value obtained for the highest occupied orbital energy is -7.636 eV. The HOMO-LUMO gap is 7.96 eV.

***

<w> comes first in stability; the runner-up is 2.306 eV higher.